This record from the Open Molecules 2025 dataset describes 19 unconnected molecules or ions with the total composition C35H37B2Cl56N3O3S2 in a non-equilibrium geometry. The level of theory is ωB97M-V/def2-TZVPD.

Computed properties:
Highest occupied orbital energy ... -7.752 eV
Frontier orbital gap ... 7.675 eV
Energy ... -771788.846 eV

Last column: Löwdin charge in e.
Cartesian coordinates (Å):
Cl -4.045 7.745 4.816  0.52
Cl -10.920 3.532 3.786  0.51
Cl -0.582 -5.850 -7.771  0.51
Cl -5.478 4.858 1.721  0.46
Cl 6.374 -5.142 -1.949  0.55
Cl -3.307 -5.620 -8.746  0.52
Cl -1.603 -7.083 -0.992  0.53
Cl -11.112 3.819 8.353  0.52
Cl 4.674 -4.130 5.887  0.52
Cl 0.371 -2.236 -7.277  0.53
Cl 4.873 6.985 -5.977  0.51
Cl -2.646 1.801 6.909  0.53
Cl -4.928 -4.209 8.306  0.52
Cl 2.543 -1.554 1.132  0.66
Cl -4.068 3.819 4.045  0.54
Cl 6.454 -5.037 3.778  0.51
Cl -8.483 4.556 2.591  0.50
Cl -2.185 -5.394 -3.281  0.50
Cl 8.029 3.207 -2.830  0.52
Cl -10.102 2.624 1.150  0.53
Cl 7.419 4.905 -5.109  0.50
Cl 9.802 -0.779 2.727  0.51
Cl 5.288 3.439 -3.772  0.52
Cl -1.857 -1.277 2.091  0.50
Cl -4.162 -0.189 5.435  0.48
Cl -4.328 -6.856 -1.974  0.54
Cl -8.888 -6.739 -0.175  0.52
Cl 6.517 -0.001 0.016  0.72
Cl -2.808 3.816 -0.605  0.58
Cl 3.877 -7.482 5.572  0.55
Cl -1.170 -4.153 -10.056  0.53
Cl -9.105 2.372 6.831  0.50
Cl -8.829 -8.795 -2.226  0.52
Cl 2.183 8.047 -5.880  0.57
Cl 3.881 8.600 -8.174  0.52
Cl -2.490 -3.148 9.480  0.53
Cl -3.211 6.839 2.187  0.49
Cl -1.104 -2.970 4.322  0.51
Cl -10.820 0.948 8.693  0.52
Cl 4.195 -3.314 3.147  0.57
Cl -1.600 8.781 3.635  0.52
Cl -3.889 -2.822 3.469  0.51
Cl 10.377 1.912 1.797  0.52
Cl -7.137 -9.038 0.123  0.52
Cl 0.000 3.038 -0.801  0.80
Cl 3.413 -9.588 7.518  0.53
Cl -3.024 -2.770 6.649  0.44
Cl -1.786 -0.718 -6.071  0.65
Cl 8.635 -6.828 -1.261  0.53
Cl 3.629 -6.828 8.392  0.53
Cl -5.131 0.762 8.004  0.54
Cl 11.376 -0.380 0.317  0.52
Cl -6.078 2.184 2.739  0.53
Cl -1.741 1.758 1.134  0.53
Cl -1.605 -3.587 -5.629  0.46
Cl 6.830 -5.908 0.823  0.51
S 3.654 5.642 0.586  0.74
S 3.118 3.882 -2.022  0.88
O -0.449 5.434 -2.912  0.10
O 1.292 -0.950 -2.610  -0.07
O -1.736 2.078 -5.992  0.03
N 3.295 0.913 -1.695  0.13
N 1.550 5.645 -4.341  0.11
N -2.395 3.768 -4.254  0.18
C 4.789 -4.608 4.192  -1.54
C 0.009 0.873 -3.609  0.03
C 0.731 3.220 -3.389  -0.18
C 0.033 -1.556 -2.236  -0.23
C 5.160 -1.097 0.419  -0.64
C -2.204 -2.782 2.947  -1.51
C -4.260 1.195 6.525  -1.54
C -1.378 3.265 0.278  -1.43
C 3.520 3.074 -0.449  -0.42
C -7.881 -7.917 -1.022  -1.56
C 3.545 1.634 -0.497  -0.20
C 4.187 -8.029 7.225  -1.53
C 3.966 -0.554 0.749  -0.62
C -1.320 -2.269 -6.776  -1.50
C 6.966 -6.408 -0.869  -1.52
C 1.876 2.721 -2.674  -0.47
C 3.760 3.834 0.734  -0.58
C 0.204 -2.911 -1.511  -0.08
C 6.996 3.420 -4.248  -1.52
C -4.826 3.406 2.501  -1.51
C -10.713 2.294 7.554  -1.56
C 4.127 1.740 1.929  -0.03
C -2.618 -6.874 -2.423  -1.53
C 2.132 1.344 -2.397  -0.18
C -3.238 8.200 3.312  -1.53
C -10.123 3.986 2.276  -1.53
C 1.147 0.412 -2.868  -0.18
C 4.057 3.157 1.960  -0.08
C 5.481 -2.588 0.316  -0.20
C 3.876 0.976 0.741  -0.22
C 10.054 0.246 1.309  -1.56
C -1.599 -5.637 -9.198  -1.53
C 3.835 8.338 -6.426  -1.53
C -0.230 2.271 -3.898  -0.06
C -3.741 -2.899 8.256  -1.53
B -1.512 2.720 -4.743  -0.55
B 0.607 4.814 -3.570  -0.62
H 6.351 -7.289 -1.012  0.01
H 2.422 5.138 -4.476  0.04
H -11.434 2.127 6.762  0.00
H 0.646 -2.825 -0.497  0.03
H 6.131 -2.748 -0.577  0.04
H -2.680 1.857 -6.061  0.07
H -4.253 -1.968 8.477  -0.03
H -0.521 -1.768 -3.183  0.10
H -10.685 4.794 1.823  0.01
H 2.481 6.016 1.188  -0.12
H 4.592 -3.233 0.176  0.06
H -2.246 3.817 -3.243  0.02
H 4.223 3.749 2.872  0.11
H -3.351 3.478 -4.464  0.09
H 0.721 -3.669 -2.144  0.08
H -3.800 9.007 2.855  0.01
H 4.168 -5.482 4.041  -0.05
H 4.204 9.234 -5.938  0.01
H -2.450 -7.715 -3.086  0.02
H 7.158 2.582 -4.916  0.01
H -2.045 -3.610 2.265  0.01
H 9.147 0.235 0.714  -0.05
H -7.092 -7.382 -1.536  -0.04
H -4.810 1.985 6.025  -0.04
H 5.257 -8.151 7.347  0.02
H 3.283 -0.095 -1.548  0.12
H 4.381 1.180 2.843  0.12
H -0.511 -0.838 -1.585  0.13
H -0.753 0.184 -4.002  0.04
H -1.934 -2.444 -7.653  -0.01
H -1.432 -6.476 -9.865  0.01
H -0.567 6.331 -3.267  0.11
H -4.066 2.986 1.851  -0.06
H 6.042 -2.944 1.202  0.03
H -1.121 4.024 1.011  0.02
H -0.828 -3.317 -1.364  0.06
H 1.104 5.886 -5.223  0.03

Atomic forces in eV per Å
Cl -0.01 0.03 -0.08
Cl -0.08 0.05 -0.06
Cl 0.05 -0.21 -0.28
Cl -0.09 -0.55 -0.05
Cl -0.02 -0.14 -0.04
Cl 0.05 -0.01 -0.02
Cl -0.03 -0.02 -0.07
Cl -0.02 -0.05 -0.07
Cl 0.03 -0.02 -0.09
Cl -0.09 0.03 0.04
Cl 0.00 0.06 0.04
Cl -0.08 0.01 -0.02
Cl -0.01 0.07 0.01
Cl 0.88 0.94 -0.33
Cl 0.05 -0.01 -0.08
Cl -0.05 0.04 0.22
Cl -0.43 0.08 -0.05
Cl -0.08 -0.22 0.19
Cl -0.05 -0.02 -0.04
Cl -0.02 0.07 0.02
Cl 0.07 -0.05 -0.02
Cl -0.06 0.04 -0.10
Cl 0.98 -0.07 -0.23
Cl 0.04 -0.16 -0.06
Cl -0.23 0.63 -0.14
Cl 0.06 -0.02 -0.02
Cl 0.07 -0.01 -0.05
Cl -0.85 -0.82 0.26
Cl -0.02 0.06 0.02
Cl -0.02 -0.29 0.05
Cl -0.02 -0.06 -0.01
Cl -0.04 -0.02 0.01
Cl 0.07 0.05 0.01
Cl 0.26 0.56 -0.22
Cl 0.02 0.05 0.05
Cl -0.05 0.05 -0.01
Cl 0.30 0.48 0.07
Cl 0.08 -0.04 -0.43
Cl -0.03 0.03 -0.07
Cl -0.08 -0.30 0.33
Cl -0.07 0.03 -0.02
Cl 0.03 -0.11 -0.21
Cl -0.06 -0.05 -0.04
Cl 0.02 0.07 -0.07
Cl -0.96 0.14 1.17
Cl 0.07 0.06 -0.03
Cl 0.05 -0.53 0.81
Cl 0.06 -0.42 -0.39
Cl -0.08 -0.02 0.01
Cl 0.06 -0.05 -0.06
Cl -0.02 0.02 -0.02
Cl -0.08 0.01 0.00
Cl 0.18 -0.06 -0.02
Cl -0.06 0.11 0.11
Cl -0.07 0.32 -0.07
Cl -0.06 -0.11 -0.31
S 0.27 -0.11 0.30
S -1.25 -0.49 0.77
O 0.36 -0.13 -1.06
O -0.02 0.85 0.55
O -0.52 0.17 1.65
N -0.84 0.74 0.54
N -1.06 -1.46 0.76
N 0.34 -2.11 0.11
C 0.06 0.33 0.10
C 0.48 1.52 0.01
C 0.73 -0.99 0.11
C -0.16 -0.83 -0.15
C -0.72 -0.85 0.16
C 0.06 0.08 0.08
C 0.05 -0.06 -0.10
C 0.45 -0.08 0.01
C -0.31 -0.70 -0.46
C -0.10 -0.07 0.08
C 0.78 0.73 2.11
C -0.09 0.04 0.13
C 1.34 1.12 -0.29
C -0.01 0.01 0.11
C 0.12 0.02 0.05
C 0.39 -0.72 -0.26
C -0.78 -0.95 0.09
C -0.52 -0.05 -0.14
C -0.18 -0.10 -0.20
C -0.14 0.03 0.00
C 0.09 0.02 0.06
C -0.25 0.12 -0.68
C 0.05 0.07 0.05
C -1.47 0.03 -1.29
C 0.15 -0.08 0.05
C 0.12 -0.02 0.09
C -0.72 0.68 -0.57
C -0.15 -0.47 -1.45
C 0.62 0.28 -0.66
C -0.95 0.48 -0.11
C 0.05 0.01 0.04
C 0.02 0.00 0.09
C -0.08 -0.09 -0.12
C 1.76 -0.34 0.61
C 0.03 0.00 -0.10
B 0.42 0.06 -0.48
B -0.11 0.27 0.59
H 0.05 0.07 0.01
H -0.17 0.31 -0.61
H 0.05 0.01 0.06
H 0.02 -0.01 -0.79
H -0.42 0.19 0.71
H 0.30 0.42 -0.49
H 0.03 -0.07 -0.01
H 0.11 0.33 0.79
H 0.02 -0.08 0.04
H 0.45 -0.83 -0.17
H 0.33 0.63 0.24
H -0.35 0.54 -0.33
H -0.02 -0.49 -0.53
H 0.01 0.73 0.08
H -0.09 0.68 0.54
H 0.05 -0.07 0.03
H 0.03 0.09 -0.03
H -0.03 -0.08 -0.03
H -0.03 0.06 0.05
H 0.06 0.08 0.05
H 0.01 0.07 0.05
H 0.11 -0.03 0.10
H -0.08 -0.04 0.03
H 0.03 -0.05 0.06
H -0.08 0.02 -0.04
H 0.00 0.24 -0.04
H -0.17 0.36 -0.50
H 0.13 -0.44 -0.48
H 0.81 0.18 0.48
H 0.06 -0.03 0.06
H -0.03 0.08 0.04
H 0.14 -0.23 0.46
H -0.06 0.05 0.05
H -0.27 0.30 -0.51
H -0.11 -0.07 -0.01
H 0.67 0.34 -0.11
H 0.53 0.13 0.01